Entry 1:
{"formula": "C45H42F3N4NaO6P", "method": "ωB97M-V/def2-TZVPD", "spin_multiplicity": 1, "total_charge": -1, "symbols": ["P", "Na", "F", "F", "F", "O", "O", "O", "O", "O", "O", "N", "N", "N", "N", "C", "C", "C", "C", "C", "C", "C", "C", "C", "C", "C", "C", "C", "C", "C", "C", "C", "C", "C", "C", "C", "C", "C", "C", "C", "C", "C", "C", "C", "C", "C", "C", "C", "C", "C", "C", "C", "C", "C", "C", "C", "C", "C", "C", "C", "H", "H", "H", "H", "H", "H", "H", "H", "H", "H", "H", "H", "H", "H", "H", "H", "H", "H", "H", "H", "H", "H", "H", "H", "H", "H", "H", "H", "H", "H", "H", "H", "H", "H", "H", "H", "H", "H", "H", "H", "H", "H"], "coordinates": [[-1.404, 1.891, -0.530], [0.095, -0.215, 1.093], [2.453, 4.895, 2.726], [0.318, 4.772, 2.463], [1.273, 3.706, 4.088], [0.551, 2.053, 1.917], [-2.018, -0.561, 0.227], [-2.579, -2.309, -1.075], [2.634, 2.670, 1.273], [1.766, -0.073, -0.321], [0.233, -2.643, 0.557], [-0.310, -1.797, 3.171], [1.796, 0.538, -3.285], [0.077, -3.290, -1.912], [2.198, -0.202, 2.610], [1.412, 4.051, 2.783], [-0.522, -4.376, -1.498], [5.887, 0.016, -0.623], [-1.487, -5.830, 0.184], [-2.842, 2.235, 0.559], [-1.055, -3.862, 2.144], [-1.676, 4.749, -0.704], [2.991, -0.060, -0.398], [-2.254, 1.203, -2.017], [2.055, 0.098, 4.027], [-0.026, -2.808, -3.275], [5.122, 0.238, -1.710], [-3.397, 0.087, -4.326], [0.725, -0.415, -2.991], [5.211, -0.170, 0.626], [-2.600, 2.436, 1.916], [0.126, 3.740, -1.907], [-3.202, -0.680, -3.188], [-3.652, 2.709, 2.781], [-2.630, -0.146, -2.036], [-1.739, -5.020, 2.396], [-1.961, -6.046, 1.443], [-0.767, -4.660, -0.155], [3.384, -0.175, 2.177], [1.228, -0.903, 4.824], [-2.460, 1.968, -3.168], [-0.940, -2.890, 3.229], [1.059, -1.786, -3.577], [-0.229, -1.012, 4.382], [3.684, 0.193, -1.669], [3.054, 0.590, -2.835], [-4.954, 2.779, 2.305], [-4.150, 2.317, 0.087], [-1.237, 6.004, -1.109], [-0.126, 6.128, -1.928], [7.388, 0.046, -0.649], [-5.200, 2.583, 0.953], [-2.737, -7.275, 1.824], [-1.012, 3.595, -1.111], [1.566, 2.779, 1.876], [0.558, 4.986, -2.326], [-2.401, -1.098, -0.846], [-3.018, 1.421, -4.315], [3.862, -0.195, 0.783], [-0.469, -3.640, 0.832], [5.593, 0.445, -2.668], [-0.885, -5.059, -2.264], [-6.213, 2.636, 0.571], [-2.184, 3.015, -3.168], [-0.619, -0.009, 4.177], [-1.450, -3.194, 4.160], [4.220, -0.032, 2.881], [-0.839, -1.453, 5.187], [5.825, -0.237, 1.521], [-5.773, 2.984, 2.985], [7.760, 0.159, -1.668], [2.015, -2.138, -3.179], [-4.356, 2.163, -0.966], [1.171, -1.694, -4.661], [-2.543, 4.675, -0.060], [7.776, 0.878, -0.055], [1.684, -1.897, 4.783], [-3.447, 2.864, 3.833], [-0.176, -0.019, -3.462], [1.554, 1.069, 4.077], [-1.581, 2.394, 2.285], [-3.482, -1.726, -3.152], [1.256, -0.582, 5.870], [1.448, 5.072, -2.939], [7.814, -0.872, -0.237], [-2.261, -7.817, 2.645], [-1.682, -6.557, -0.601], [-1.766, 6.888, -0.772], [3.712, 1.072, -3.556], [0.043, -3.665, -3.950], [1.663, 1.025, -4.156], [-3.846, -0.353, -5.210], [0.698, 2.856, -2.175], [0.299, -2.655, -1.118], [0.561, -0.449, -1.920], [-2.816, -7.960, 0.978], [-2.154, -5.153, 3.393], [-3.165, 2.046, -5.188], [3.041, 0.214, 4.502], [-1.016, -2.357, -3.407], [0.219, 7.107, -2.237], [-3.752, -7.028, 2.145]], "forces_ev_per_a": [[0.0, -0.2, 0.0], [0.0, -0.1, 0.5], [0.1, 0.0, 0.0], [-0.1, 0.0, 0.0], [0.0, 0.0, 0.1], [0.0, 0.0, 0.1], [-0.2, 0.0, -0.4], [0.0, 0.1, 0.1], [0.0, 0.0, 0.0], [0.1, -0.1, -0.3], [0.0, 0.0, -0.1], [-0.2, 0.1, 0.0], [0.0, 0.1, 0.0], [0.0, 0.0, 0.0], [0.3, -0.2, -0.1], [0.0, 0.0, -0.1], [0.0, 0.0, -0.1], [0.0, 0.0, 0.0], [0.0, 0.0, 0.0], [0.0, 0.0, -0.1], [-0.1, -0.1, -0.1], [0.0, 0.0, -0.1], [0.0, 0.1, 0.0], [0.0, 0.1, 0.1], [0.0, 0.0, 0.0], [0.0, 0.0, 0.0], [0.1, 0.0, 0.0], [0.0, 0.0, 0.0], [0.0, 0.1, 0.0], [-0.1, 0.0, 0.0], [0.0, 0.1, 0.0], [0.1, -0.1, 0.0], [0.0, -0.1, 0.0], [0.0, 0.0, 0.0], [-0.1, -0.1, 0.0], [0.0, 0.0, 0.0], [0.0, 0.1, 0.0], [0.0, 0.0, 0.1], [-0.1, 0.1, 0.0], [0.0, 0.0, 0.0], [0.0, 0.0, 0.0], [0.1, 0.0, 0.0], [0.0, 0.0, 0.0], [0.0, 0.0, 0.0], [-0.1, 0.1, 0.0], [0.0, -0.1, 0.0], [0.0, 0.0, 0.0], [0.0, 0.0, 0.0], [0.0, 0.0, 0.0], [0.0, 0.0, 0.0], [0.1, 0.0, 0.0], [0.0, 0.0, 0.0], [0.0, -0.1, 0.0], [0.0, 0.1, 0.1], [-0.1, 0.1, -0.1], [0.0, 0.0, 0.0], [0.1, 0.0, 0.0], [0.0, 0.0, 0.0], [0.1, 0.0, -0.1], [0.0, 0.0, 0.0], [0.0, 0.0, 0.0], [0.0, 0.0, 0.0], [0.0, 0.0, 0.0], [0.0, 0.0, 0.0], [0.0, 0.0, 0.0], [0.0, 0.0, 0.0], [0.0, 0.0, 0.0], [0.0, 0.0, 0.0], [0.0, 0.0, 0.0], [0.0, 0.0, 0.0], [0.0, 0.0, 0.0], [0.0, 0.0, 0.0], [0.0, 0.0, 0.0], [0.0, 0.0, 0.0], [0.0, 0.0, 0.0], [0.0, 0.0, 0.0], [0.0, 0.0, 0.0], [0.0, 0.0, 0.0], [0.0, 0.0, 0.0], [0.0, 0.0, 0.0], [0.0, 0.0, 0.0], [0.0, 0.0, 0.0], [0.0, 0.0, 0.0], [0.0, 0.0, 0.0], [0.0, 0.0, 0.0], [0.0, 0.0, 0.0], [0.0, 0.0, 0.0], [0.0, 0.0, 0.0], [0.0, 0.0, 0.0], [0.0, 0.0, 0.0], [0.0, 0.0, 0.0], [0.0, 0.0, 0.0], [0.0, 0.0, 0.0], [0.0, 0.0, 0.0], [0.0, 0.0, 0.1], [0.0, 0.0, 0.0], [0.0, 0.0, 0.0], [0.0, 0.0, 0.0], [0.0, 0.0, 0.0], [0.0, 0.0, 0.0], [0.0, 0.0, 0.0], [0.0, 0.0, 0.0]]}

Entry 2:
{"formula": "C45H43AsN2O3PPt", "method": "ωB97M-V/def2-TZVPD", "spin_multiplicity": 5, "total_charge": 3, "symbols": ["Pt", "As", "P", "O", "O", "O", "N", "N", "C", "C", "C", "C", "C", "C", "C", "C", "C", "C", "C", "C", "C", "C", "C", "C", "C", "C", "C", "C", "C", "C", "C", "C", "C", "C", "C", "C", "C", "C", "C", "C", "C", "C", "C", "C", "C", "C", "C", "C", "C", "C", "C", "C", "C", "H", "H", "H", "H", "H", "H", "H", "H", "H", "H", "H", "H", "H", "H", "H", "H", "H", "H", "H", "H", "H", "H", "H", "H", "H", "H", "H", "H", "H", "H", "H", "H", "H", "H", "H", "H", "H", "H", "H", "H", "H", "H", "H"], "coordinates": [[-0.699, -1.578, -0.367], [-1.300, 4.483, -0.546], [1.586, -0.833, 0.025], [-2.149, -3.869, 2.244], [-2.729, 1.985, -0.267], [-1.714, 0.073, 0.295], [-1.596, -0.732, -2.212], [0.268, -3.402, -0.753], [-2.917, -5.648, 3.684], [1.528, -0.369, 2.777], [-3.253, 0.910, -2.867], [2.951, 1.577, 0.217], [-0.634, -2.766, -5.115], [-2.844, 5.515, -0.035], [3.328, 2.806, -0.225], [-2.261, 0.898, -0.545], [0.059, 4.820, 0.773], [-1.720, -6.493, 3.515], [-2.410, -1.229, -5.770], [0.458, 8.523, 1.226], [-4.478, -3.480, 3.009], [3.427, -0.695, 4.241], [3.720, -2.171, -1.328], [2.180, -4.295, -2.022], [-1.489, -2.244, -6.147], [-2.340, 0.366, -1.937], [-3.810, -5.854, 4.741], [2.280, 2.408, -2.325], [2.481, 7.720, 0.209], [-1.590, -7.699, 4.270], [-0.894, 4.848, -2.349], [-0.105, 7.298, 1.212], [4.344, -3.225, -1.978], [3.525, -4.246, -2.370], [1.823, 1.204, -1.887], [2.154, 0.765, -0.570], [1.740, 8.745, 0.733], [1.880, 6.480, 0.140], [-3.016, -4.240, 2.944], [-2.382, -0.637, -4.496], [-1.549, -1.178, -3.483], [1.609, -3.266, -1.232], [0.638, 6.218, 0.699], [3.025, 3.271, -1.516], [4.003, -1.465, 3.229], [-0.722, -2.327, -3.842], [2.388, -2.140, -0.933], [-3.731, -7.038, 5.394], [3.429, -1.583, 1.986], [2.203, -0.992, 1.753], [-3.264, 0.427, -4.139], [2.119, -0.199, 4.026], [-2.598, -7.993, 5.159], [0.511, -0.027, 2.673], [-0.193, -4.051, -1.376], [3.976, -4.992, -2.993], [0.029, 4.356, -2.637], [-5.264, -4.173, 3.090], [3.444, 7.931, -0.220], [-4.589, -2.805, 2.143], [0.341, -3.804, 0.220], [5.420, -3.137, -2.272], [-0.755, -8.368, 4.180], [-2.678, -8.983, 5.563], [-3.638, 5.375, -0.760], [-1.781, 4.516, -2.909], [-1.071, -6.205, 2.682], [1.640, -5.175, -2.423], [0.003, -3.612, -5.338], [-3.910, 1.709, -2.616], [-0.983, 7.160, 1.820], [-0.022, -2.651, -3.092], [1.679, 0.407, 4.774], [-4.552, -7.279, 6.187], [3.407, 4.170, -1.922], [-0.855, 5.921, -2.432], [-4.440, -2.939, 3.913], [4.231, -1.233, -1.050], [-0.361, 4.578, 1.759], [3.894, -0.729, 5.218], [0.899, 4.150, 0.638], [2.094, 2.657, -3.385], [-4.133, 0.826, -4.730], [3.279, 1.220, 1.169], [1.198, 0.532, -2.467], [-1.540, -2.672, -7.130], [-3.154, -0.861, -6.480], [3.996, 3.425, 0.378], [2.383, 5.630, -0.346], [3.990, -2.132, 1.237], [-0.027, 9.447, 1.622], [-3.241, 5.101, 0.871], [-2.735, 6.550, 0.173], [2.168, 9.769, 0.706], [4.968, -1.951, 3.424], [-4.581, -5.107, 4.891]], "forces_ev_per_a": [[-0.1, 0.7, -0.1], [-0.8, 0.0, 1.1], [-0.2, -0.3, 0.3], [2.0, 0.5, -0.8], [0.0, 0.5, 0.0], [-0.2, 0.6, 0.3], [-0.2, 1.9, 0.4], [0.1, -0.5, 1.5], [1.0, 1.5, 1.0], [-0.5, 0.5, 1.1], [1.4, -0.3, 0.2], [-0.6, -0.8, 0.2], [-0.8, -0.3, -1.3], [-0.7, -1.0, -0.2], [1.2, 2.2, -0.9], [0.2, -1.0, 0.6], [1.2, 0.3, 0.4], [-1.2, -0.8, 0.1], [1.5, -1.5, -1.5], [0.5, 3.1, 0.2], [3.3, -0.6, -0.8], [-1.3, -1.1, -0.4], [0.6, 1.8, 0.8], [-0.3, 0.0, 0.1], [-1.6, 1.5, 2.1], [-0.1, -1.0, -0.8], [0.4, 0.7, -1.8], [0.1, 1.1, -1.6], [-0.4, 0.0, -0.4], [-0.4, 1.9, -0.5], [-0.4, -0.1, -0.4], [0.2, -1.3, 0.8], [0.7, 1.6, 0.0], [-0.1, -0.4, -0.3], [-0.4, -1.6, 2.0], [-0.1, 0.2, -1.1], [0.4, 1.4, -0.1], [0.3, -1.7, -0.4], [-4.2, -1.1, 0.1], [-0.7, 0.4, 0.4], [0.4, -1.8, -1.2], [1.7, -0.8, -1.3], [-1.1, 0.6, 0.1], [-0.5, -2.2, 0.8], [1.0, 0.1, 1.0], [-0.3, 2.2, 1.0], [-0.5, -1.2, -0.1], [-0.6, -2.0, 2.3], [0.6, -0.2, -0.2], [-0.3, -0.2, -1.5], [-1.3, -0.3, -0.2], [1.9, -0.4, -0.6], [-1.6, 1.0, -0.6], [-0.2, 0.3, -0.4], [-0.5, -0.3, 0.2], [-0.2, -0.6, -0.2], [0.0, 0.0, -0.2], [-1.0, -1.0, -0.2], [0.3, -0.2, 0.0], [0.2, -0.4, 0.5], [-0.4, 0.1, -1.4], [-1.2, -0.3, 0.4], [0.2, -0.1, -0.3], [0.1, -0.2, 0.6], [0.0, 0.0, -0.3], [0.5, -0.1, 0.0], [0.1, -0.2, 0.5], [-0.1, 0.7, 0.6], [0.2, 0.2, -0.1], [-0.2, 0.4, 0.6], [-0.5, -0.3, -0.3], [0.0, -0.3, 0.1], [-0.7, 0.2, 0.7], [1.8, 0.2, -1.5], [0.3, 0.8, -0.1], [0.3, 0.5, -0.2], [-0.2, 1.0, 1.0], [0.3, -0.7, -0.4], [-0.2, 0.2, -0.3], [0.0, 0.6, -0.1], [-0.1, -0.5, -0.3], [0.1, 0.1, 0.7], [1.4, -0.7, -0.2], [0.1, 0.0, 0.6], [0.1, 0.2, -0.4], [0.2, -0.1, -0.2], [0.3, -0.1, 0.1], [-0.3, -0.2, 0.0], [0.0, 0.5, 0.3], [-0.3, 0.1, -0.1], [0.0, -1.2, -0.2], [0.0, -0.5, 0.6], [0.7, 1.0, -0.2], [-0.4, -0.8, 0.3], [-0.4, 0.2, -0.1], [0.0, -0.4, 0.3]]}

Per-record total energy, eV: -87455.16789; -129831.15013